Formula: C5H6N
Source: OMol25
Level of theory: wB97M-V/def2-TZVPD

Last column: natural (NBO) charge in e.
CARTESIAN COORDINATES (ANGSTROEM)
1 C 0.37832 1.36018 0.61172  0.10
2 C 0.59076 -0.64411 -0.79163  -0.41
3 C 0.55227 -0.10271 0.66215  -0.13
4 C -0.70471 0.15690 -0.99517  0.07
5 C -0.94412 0.44345 0.52962  -0.12
6 N -0.62046 1.43480 -0.48565  -0.23
7 H 0.46837 2.28498 1.35961  0.33
8 H 1.34532 -0.30038 -1.57533  0.27
9 H 0.20667 -1.74673 -0.91944  0.28
10 H 0.96846 -0.46763 1.53650  0.28
11 H -1.37541 0.02965 -1.72480  0.26
12 H -1.87888 0.45478 1.15448  0.32

Atomic forces in eV per Å
-2.04 0.81 -0.90
-1.79 -0.92 -1.15
0.57 1.70 -1.79
3.57 0.13 2.34
-2.52 -1.95 2.17
2.16 3.32 0.44
-0.25 -2.46 -1.74
-0.44 -0.86 1.53
1.49 1.91 0.58
0.67 -1.15 1.46
-2.83 -0.61 -2.35
1.42 0.08 -0.59

Its spin multiplicity is 1. The value obtained for the energy above the lowest of the compared OMol25 structures with the same formula, charge and spin is 112.5 kcal per mole. Its charge is +1. The value obtained for the HOMO energy is -16.47 eV.